Entry 1:
{"formula": "C10H24N2O6P", "method": "the ωB97M-V functional and the def2-TZVPD basis", "e_tot_ha": -1297.590961, "gap_ev": 2.6, "e_homo_ha": -0.0321, "charge": -1, "elements": ["C", "C", "O", "C", "N", "C", "P", "O", "O", "O", "C", "C", "N", "C", "C", "H", "H", "H", "H", "H", "H", "H", "H", "H", "H", "H", "H", "H", "H", "H", "H", "H", "H", "H", "H", "O", "C", "C", "O", "H", "H", "H", "H"], "xyz": [[3.5417, -0.0217, 0.4266], [2.7428, 1.2929, 0.8576], [2.5272, 1.1937, 2.2609], [1.5264, 1.5148, -0.0892], [0.1652, 1.0630, 0.3431], [0.2695, -0.4040, 0.6287], [-1.2842, -1.3008, 1.0576], [-1.9046, -0.9519, 2.4159], [-2.4086, -1.3183, -0.1688], [-0.7492, -2.8845, 1.2293], [-0.6772, 1.1794, -0.9278], [-2.0631, 1.8755, -0.7746], [-2.0920, 2.9826, 0.2392], [-1.8469, 2.2334, 1.5253], [-0.3691, 1.7894, 1.5300], [4.5913, 0.1228, 0.7951], [3.5003, -0.2148, -0.6651], [3.1270, -0.8589, 1.0412], [3.4766, 2.1289, 0.6849], [2.7364, 2.0425, 2.6611], [1.7454, 0.9640, -1.0421], [1.4535, 2.5927, -0.3983], [0.7430, -0.8987, -0.3184], [0.9770, -0.6477, 1.4650], [-3.2884, -1.2126, 0.2280], [-1.5284, -3.4593, 1.2357], [-0.8058, 0.1548, -1.3898], [-0.1354, 1.7641, -1.7139], [-2.9292, 1.2011, -0.5811], [-2.2789, 2.3783, -1.7568], [-3.0591, 3.2988, 0.3425], [-2.6148, 1.4256, 1.5590], [-2.0521, 2.9046, 2.3995], [0.2695, 2.6932, 1.7196], [-0.2059, 1.1413, 2.4289], [0.7892, -1.8212, -1.6724], [-0.0270, -2.9445, -1.6726], [-0.2525, -3.5075, -3.1412], [-1.0766, -4.5775, -3.1320], [-1.0471, -2.7989, -1.2630], [0.3285, -3.8137, -1.0791], [0.7749, -3.6753, -3.5455], [-0.5898, -2.6256, -3.7426]], "forces_ev_per_a": [[-0.17, 0.72, 1.34], [1.88, -1.01, -1.00], [-0.44, 0.24, -0.22], [0.84, 0.90, -0.75], [-0.40, -0.82, -0.56], [0.32, -1.36, 0.41], [-1.06, -2.80, 2.51], [0.73, 0.47, -2.73], [1.30, 0.55, 1.44], [-0.38, 2.70, -0.48], [-1.39, 0.36, -1.49], [-0.85, 1.25, -0.66], [0.40, -1.37, 0.90], [-0.40, 0.70, -0.89], [0.07, 0.96, 2.45], [-0.79, -0.20, -0.55], [0.00, -0.06, 0.82], [0.26, 0.44, -0.94], [-0.95, -0.47, -0.11], [-0.11, -0.05, 0.05], [-0.31, 0.26, 0.95], [-0.24, -0.85, 0.60], [-0.70, -1.10, -0.80], [-0.88, 0.69, -0.42], [0.21, -0.03, 0.06], [0.16, -0.05, -0.23], [0.41, 0.81, 0.62], [-0.13, -0.41, 1.11], [0.90, -0.06, -0.11], [0.28, -0.73, 0.69], [0.32, 0.03, -0.53], [0.98, 0.02, 0.39], [0.53, -0.58, -0.67], [-0.66, -0.66, -0.53], [-0.11, 0.41, -0.95], [0.35, 1.28, 1.16], [0.02, -0.34, -1.33], [-0.36, -0.20, 1.29], [-0.01, -0.02, -0.42], [0.04, 0.22, -0.33], [0.42, 0.17, -0.09], [0.22, -0.23, 0.05], [-0.31, 0.22, -0.04]], "mulliken_charge": [-1.20, 0.01, -0.52, -1.18, 0.68, -0.88, 0.70, -0.75, -0.50, -0.45, -0.28, -0.45, -0.62, -0.70, -0.67, 0.37, 0.34, 0.27, 0.41, 0.36, 0.58, 0.55, 0.69, 0.24, 0.32, 0.35, 0.13, 0.49, 0.28, 0.37, 0.28, 0.36, 0.36, 0.49, 0.23, -0.78, 0.32, -0.58, -0.94, -0.12, 0.14, 0.12, 0.16]}

Entry 2:
{"formula": "C17H12N4O3S", "method": "the ωB97M-V functional and the def2-TZVPD basis", "e_tot_ha": -1497.558584, "gap_ev": 7.2, "e_homo_ha": -0.2948, "e_above_lowest_kj_mol": 934.6, "charge": 0, "elements": ["O", "C", "C", "C", "C", "C", "C", "C", "C", "C", "O", "H", "H", "H", "H", "H", "C", "H", "H", "S", "C", "N", "N", "N", "N", "C", "C", "C", "C", "C", "C", "H", "H", "O", "H", "H", "H"], "xyz": [[-0.2883, 1.7440, 0.2262], [0.1233, 1.0442, -0.6996], [-0.5866, 0.3404, -1.7310], [-2.0085, 0.1970, -1.6466], [-2.4033, -0.5976, -2.6505], [-3.3638, -1.3022, -3.1587], [-3.1733, -2.2540, -4.1491], [-1.9062, -2.2877, -4.8478], [-0.7368, -1.7575, -4.2692], [-0.9719, -1.0236, -3.2138], [0.2454, -0.3247, -2.5610], [0.3247, -1.9506, -4.6412], [-2.0051, -3.0290, -5.6146], [-3.9468, -2.5891, -4.8437], [-4.3641, -0.9127, -2.8823], [-2.6163, 0.5597, -0.8516], [1.5567, 0.7445, -0.5400], [2.1012, 0.9527, -1.5186], [2.2161, 1.4862, -0.0082], [2.1119, -1.0307, -0.2576], [0.5949, -1.2014, 0.7013], [-0.1394, -2.2490, 0.4509], [-1.1200, -2.1155, 1.2751], [-0.7997, -1.3486, 2.2549], [0.3092, -0.4414, 1.7107], [0.8580, 0.2807, 2.5311], [-0.0748, 1.1994, 3.3514], [0.7876, 2.2674, 3.9047], [2.1089, 2.1944, 4.2535], [2.8279, 1.2368, 3.5056], [2.3308, 0.3950, 2.6593], [2.8216, -0.2902, 2.2614], [3.9548, 1.3288, 3.5543], [2.5017, 3.2633, 4.9758], [3.5292, 3.1836, 4.9692], [0.2526, 2.9542, 4.4039], [-1.0513, 1.3333, 3.0957]], "forces_ev_per_a": [[-1.36, 0.07, -1.60], [0.84, 0.94, 3.23], [-1.94, 1.92, 3.01], [3.90, 2.35, 1.62], [8.25, -2.47, -2.33], [-5.25, -0.75, -0.86], [2.15, 1.60, -3.21], [-2.22, -1.71, 2.34], [1.32, -1.92, -2.85], [0.22, 2.42, 1.78], [-6.58, -1.54, -1.50], [-1.74, 0.36, 0.42], [1.01, 0.08, -0.81], [-0.37, -0.28, 1.08], [0.21, -1.00, -0.08], [-0.01, 0.65, 0.46], [5.35, 0.60, -3.00], [-0.96, -0.49, 0.36], [-1.58, -0.82, 0.74], [-1.93, 1.57, 0.48], [5.28, -0.92, -2.77], [0.03, 1.00, -2.68], [-0.45, -0.89, 4.72], [-2.50, 1.96, -1.25], [-6.57, -10.37, -4.14], [3.65, 9.30, 8.59], [9.67, 0.13, -2.13], [-2.92, -4.67, 0.02], [-1.79, -0.44, -2.75], [4.76, 4.06, 3.58], [-9.55, 2.26, 1.56], [4.59, -5.55, -3.89], [-1.10, -0.40, 0.18], [4.38, -0.81, 0.16], [-2.47, 0.69, 0.39], [-1.77, 2.96, 1.51], [-2.55, 0.08, -0.36]], "mulliken_charge": [-0.65, 0.73, 0.64, -1.48, 0.80, -0.34, -0.65, -0.41, -0.42, 0.42, -0.46, 0.33, 0.38, 0.32, 0.30, 0.54, -0.93, 0.50, 0.51, -0.20, 0.40, -0.31, -0.51, -0.26, 0.62, 0.53, -0.58, -0.76, 0.74, -0.38, -1.44, 1.04, 0.16, -0.53, 0.33, 0.52, 0.49]}

Entry 3:
{"formula": "C13H10N3O4RhS", "method": "the ωB97M-V functional and the def2-TZVPD basis", "e_tot_ha": -1475.167448, "gap_ev": [9.0, 6.5], "e_homo_ha": [-0.3488, -0.3539], "spin_multiplicity": 5, "e_above_lowest_kj_mol": 40.1, "charge": 0, "elements": ["Rh", "O", "S", "O", "O", "O", "C", "N", "C", "C", "N", "C", "H", "H", "H", "H", "H", "H", "N", "C", "C", "C", "C", "C", "C", "C", "C", "C", "H", "H", "H", "H"], "xyz": [[-0.0965, 0.0718, 0.3822], [3.6189, 1.1190, 0.6138], [2.2436, 0.7739, 0.6003], [1.3675, 1.3304, 1.6732], [1.9557, -0.7222, 0.6833], [1.4921, 1.1543, -0.6701], [1.7166, -3.7013, -3.4553], [0.8102, -2.7322, -2.8498], [-0.4270, -2.3572, -3.3244], [-0.9059, -1.4387, -2.4453], [0.0202, -1.2586, -1.4439], [1.0419, -2.0415, -1.7189], [1.2694, -4.0688, -4.3739], [1.8830, -4.5405, -2.7843], [2.6682, -3.2315, -3.6912], [-0.8403, -2.7639, -4.2316], [-1.8375, -0.8985, -2.4653], [1.9480, -2.1021, -1.1372], [-9.6980, 0.0705, 3.1337], [-8.5949, 0.0683, 2.8109], [-7.2090, 0.0624, 2.4017], [-6.4847, 1.2516, 2.3890], [-5.1605, 1.2465, 1.9943], [-4.5470, 0.0516, 1.6133], [-5.2790, -1.1382, 1.6325], [-6.6043, -1.1327, 2.0221], [-3.1742, 0.0424, 1.2059], [-2.0026, 0.0417, 0.8596], [-6.9653, 2.1734, 2.6874], [-4.5891, 2.1645, 1.9772], [-4.7967, -2.0610, 1.3408], [-7.1762, -2.0506, 2.0393]], "forces_ev_per_a": [[-0.28, -0.22, -0.28], [0.00, 0.01, 0.00], [0.32, 0.15, 0.14], [0.03, 0.00, -0.02], [0.04, -0.04, 0.02], [0.08, 0.06, -0.05], [-0.07, 0.10, 0.02], [0.09, -0.06, -0.05], [0.10, -0.02, 0.02], [0.01, 0.03, 0.12], [-0.09, 0.05, 0.04], [-0.08, -0.05, -0.14], [-0.02, 0.00, -0.01], [-0.02, -0.01, 0.03], [0.02, 0.03, 0.00], [0.03, 0.00, 0.04], [0.03, -0.04, 0.03], [-0.06, -0.02, 0.00], [0.08, 0.00, -0.02], [0.15, -0.01, -0.05], [-0.19, 0.02, 0.06], [0.00, 0.07, 0.01], [-0.01, 0.08, -0.01], [0.17, -0.05, -0.06], [-0.01, -0.05, 0.01], [0.00, -0.09, -0.01], [-0.40, 0.01, 0.08], [0.08, 0.04, 0.06], [0.02, -0.01, -0.01], [-0.02, -0.01, 0.01], [-0.02, 0.00, 0.01], [0.02, 0.01, -0.01]], "mulliken_charge": [0.47, -0.59, 1.45, -0.54, -0.53, -0.50, -0.82, 0.12, -0.12, -0.94, 0.22, -0.58, 0.29, 0.33, 0.33, 0.39, 0.44, 0.46, -0.46, -0.05, 0.55, -0.56, -0.50, 0.80, -0.49, -0.57, 0.09, -0.50, 0.45, 0.45, 0.45, 0.45]}